A cluster of 2 separate species, C8H12N4P2 in total in a non-equilibrium geometry. Source: the OMol25 dataset; level of theory: wB97M-V/def2-TZVPD.

The geometry in XYZ format:
```
26
C8H12N4P2, DFT wB97M-V/def2-TZVPD
C 1.26204 1.11631 3.57058
C -0.79378 0.85981 -2.77626
C 0.17069 0.00192 -2.31420
C 0.41539 0.83131 2.56563
C -0.33769 -0.17443 4.31738
C 0.18568 -0.04071 -4.50254
C 1.28077 -0.53069 -0.01595
C 0.63261 -0.36990 -1.02139
N 0.83461 0.46715 4.64391
N 0.76640 -0.50659 -3.43058
N -0.79604 0.76368 -4.11853
N -0.64334 0.14168 3.06283
P -1.43171 -0.91147 5.58559
P 0.36198 -0.42519 -6.30461
H 2.16880 1.55887 3.68151
H -1.49777 1.40697 -2.36885
H 0.22631 1.35026 1.64968
H 1.54639 -0.56767 0.99112
H 1.38332 0.41826 5.52061
H 1.36215 -1.33526 -3.31064
H -1.49497 0.96905 -4.76930
H -1.22524 -0.38417 2.39718
H -1.88612 -1.85019 4.57137
H -2.59738 -0.10932 4.99605
H -0.96415 -1.11934 -6.52484
H 1.07105 -1.56034 -6.09573
```

- frontier orbital gap (eV) = 9.50
- charge = +2

---

The ion C8H12N5 with charge +1 in a non-equilibrium geometry. Source: the OMol25 dataset; level of theory: wB97M-V/def2-TZVPD.

The geometry in XYZ format:
```
25
C8H12N5, DFT wB97M-V/def2-TZVPD
C 1.84995 -1.96179 0.62072
C 1.87381 -0.88889 1.42480
C 0.09644 -0.91729 -0.67636
C 0.91104 -2.02602 -0.41023
C 1.02234 0.29791 1.29833
C 0.22666 0.11119 0.26082
C -0.76078 -0.57466 -1.75074
C -2.39545 1.47234 0.14155
N -1.41087 0.49528 -1.76846
N 0.79022 -3.13905 -1.22831
N 1.22651 1.26122 2.22125
N -0.61036 2.60993 -1.11140
N -1.26495 1.40911 -0.72849
H 2.56893 -2.75355 0.98584
H 2.30557 -0.98185 2.36942
H -0.73875 -1.28119 -2.56601
H -2.40609 0.89337 1.03167
H -2.50192 2.46680 0.65420
H -3.33282 1.15574 -0.37535
H 1.31579 -3.96879 -0.99193
H 0.36740 -2.97481 -2.07159
H 2.09498 1.32455 2.72341
H 0.59404 1.97796 2.54238
H -1.10238 3.29902 -0.46864
H -0.71934 2.69345 -2.12687
```

- frontier orbital gap (spin up / spin down) (eV) = 7.03 / 7.03
- relative energy (zero: lowest compared OMol25 entry of this formula, charge and spin) (eV) = 4.9300
- charge = +1
- SMILES string = CN(N)/N=C\C1=C=C(N)C=CC1=[NH2+]

---

The ion C8H12N5O with charge +1 in a non-equilibrium geometry. Source: the OMol25 dataset; level of theory: wB97M-V/def2-TZVPD.

The geometry in XYZ format:
```
26
C8H12N5O, DFT wB97M-V/def2-TZVPD
C 0.75146 -0.33451 -0.81501
C 2.48542 1.23012 -0.16411
C 2.05754 -0.08040 -0.62337
C 0.41360 2.26149 -0.17046
C -0.51191 3.19330 -0.10102
C -2.14277 -0.54653 0.69275
C -2.36178 -1.05941 2.11794
C 3.10848 -1.09217 -0.91180
N 1.69189 2.21867 -0.00919
N -2.95477 -0.83946 -0.21765
N -3.50845 -1.70679 2.28476
N -1.00681 0.23399 0.67567
N -0.29424 0.60411 -0.47291
O -1.49894 -0.86061 2.95061
H 0.40645 -1.30118 -1.16307
H 3.53345 1.40583 0.03877
H -1.55694 3.00123 -0.26382
H -0.22639 4.20296 0.14330
H 3.59660 -1.39027 0.01546
H 3.87310 -0.66904 -1.56089
H 2.68930 -1.97489 -1.38496
H -2.77971 -0.50717 -1.16232
H -4.13071 -1.82073 1.49861
H -3.74471 -2.11143 3.17979
H -0.48209 0.17079 1.55241
H -0.96584 0.71163 -1.24395
```

- frontier orbital gap (eV) = 8.41
- relative energy (zero: lowest compared OMol25 entry of this formula, charge and spin) (eV) = 1.9443
- charge = +1
- SMILES string = [H]/N=C(\N[N@@H+]1C=C(C)C=NC1=C)C(N)=O

---

The ion C8H12NO2 with charge +1 in a non-equilibrium geometry. Source: the OMol25 dataset; level of theory: wB97M-V/def2-TZVPD.

The geometry in XYZ format:
```
23
C8H12NO2, DFT wB97M-V/def2-TZVPD
C 2.22368 0.60003 0.78388
C 1.40730 0.13759 1.90396
C 2.04783 0.32731 -0.48791
C 0.13897 -0.11866 1.67733
C -2.43744 0.40086 -0.69316
C -1.81572 1.82712 -0.65856
C 0.73803 -0.31144 -0.90185
C 0.83535 -1.87815 -0.89340
N -0.29476 0.14290 -0.02971
O -1.58046 -0.38930 -0.00459
O -0.45882 1.48191 -0.18437
H 3.14462 1.09252 1.14497
H 1.73230 0.36300 2.88231
H 2.77878 0.46578 -1.25768
H -0.82907 0.01996 2.03384
H -3.42029 0.23951 -0.32754
H -2.41433 0.04016 -1.76347
H -1.87556 2.14686 -1.65499
H -2.29746 2.58449 0.02312
H 0.60216 -0.06313 -2.01487
H -0.13417 -2.24846 -1.15445
H 1.28636 -2.24433 0.10030
H 1.57603 -2.22859 -1.59246
```

- frontier orbital gap (eV) = 9.63
- relative energy (zero: lowest compared OMol25 entry of this formula, charge and spin) (eV) = 5.5800
- charge = +1
- SMILES string = C[C@@H]1C=CC=C[N+]12OCCO2

---

An isolated molecule of C8H12NO2P in a non-equilibrium geometry. Source: the OMol25 dataset; level of theory: wB97M-V/def2-TZVPD.

The geometry in XYZ format:
```
24
C8H12NO2P, DFT wB97M-V/def2-TZVPD
C -3.17919 1.18704 -0.04193
C -2.76226 0.23797 0.91911
C -2.27613 1.77979 -0.88471
C -1.48618 -0.20000 0.92030
C -0.98926 1.31714 -0.95513
C -0.61186 0.38830 -0.00896
C 1.28402 -1.20056 0.88885
C 0.80327 -0.11520 -0.09274
N 1.30780 -0.58479 -1.68903
O 3.32132 0.64510 -0.44169
O 2.30051 1.57248 1.57135
P 1.93967 1.39710 -0.02820
H -4.27066 1.52577 -0.00188
H -3.37071 -0.30117 1.57677
H -2.75840 2.42092 -1.51485
H -1.21810 -0.89014 1.56520
H -0.21699 1.69377 -1.65756
H 2.07907 -1.90545 0.49132
H 1.56724 -0.77028 1.76718
H 0.50152 -1.86649 1.09234
H 3.05048 -0.00470 -1.03930
H 0.87762 -1.47472 -1.84227
H 0.95823 0.18470 -2.20988
H 3.20499 1.83672 1.59644
```

- frontier orbital gap (eV) = 9.16
- relative energy (zero: lowest compared OMol25 entry of this formula, charge and spin) (eV) = 2.1145
- charge = 0
- SMILES string = C[C@@](N)(c1ccccc1)P(O)O

---

The ion C8H12NO5 with charge +1 in a non-equilibrium geometry. Source: the OMol25 dataset; level of theory: wB97M-V/def2-TZVPD.

The geometry in XYZ format:
```
26
C8H12NO5, DFT wB97M-V/def2-TZVPD
C 0.32446 -1.83024 -0.05451
C 0.23036 -0.97580 0.90294
C 0.02757 0.51589 0.63948
C -0.31066 0.87046 -0.88612
C -1.39774 0.95046 0.23249
C -0.02675 -0.24870 -1.85122
C 0.14110 -2.31986 3.11326
C 1.21127 2.40251 -1.80644
N 0.30519 -1.45502 -1.38131
O -2.49794 0.14008 0.38785
O 0.71411 1.40840 1.43484
O -0.00145 -0.09004 -3.15469
O 0.18434 -1.10599 2.29272
O -0.10803 2.03857 -1.50605
H 0.43664 -2.90687 0.11063
H -1.58654 1.92988 0.48308
H -0.44700 -3.01231 2.52191
H -0.40336 -1.92374 3.98385
H 1.16759 -2.66767 3.31074
H 1.17713 3.16459 -2.57635
H 1.87103 1.58973 -2.26007
H 1.69122 2.79131 -0.91049
H 0.34376 -2.13607 -2.23591
H -3.22203 0.77260 0.26056
H 0.46771 1.22250 2.28799
H -0.29197 0.87534 -3.33919
```

- frontier orbital gap (eV) = 8.90
- relative energy (zero: lowest compared OMol25 entry of this formula, charge and spin) (eV) = 0.3159
- charge = +1
- SMILES string = COC1=C[NH+]=C(O)[C@@]2(OC)[C@@H](O)[C@@]12O

---

A cluster of 2 separate species, C8H12O in total in a non-equilibrium geometry. Source: the OMol25 dataset; level of theory: wB97M-V/def2-TZVPD.

The geometry in XYZ format:
```
21
C8H12O, DFT wB97M-V/def2-TZVPD
C -2.22424 1.49716 4.19826
C -2.30606 0.16242 3.79985
C -2.03880 2.50552 3.24885
C -2.06499 -0.20881 2.43500
C -1.84710 2.13781 1.91955
C -1.79787 0.81042 1.52720
C 0.00000 0.00000 0.00000
C -1.51339 0.40190 0.08931
H -2.39417 1.63586 5.27413
H -2.46864 -0.63974 4.53178
H -1.99483 3.56578 3.53087
H -2.13716 -1.27870 2.19889
H -1.68385 2.92833 1.17521
H 0.08400 -0.85033 0.69749
H 0.64528 0.81768 0.36280
H 0.36242 -0.32083 -0.99112
H -1.65766 1.24153 -0.61756
H -2.17264 -0.42678 -0.23338
O 1.46013 -1.74265 4.44306
H 0.95253 -1.28962 5.15395
H 2.36963 -1.37385 4.51413
```

- frontier orbital gap (eV) = 9.90
- relative energy (zero: lowest compared OMol25 entry of this formula, charge and spin) (eV) = 0.0364
- charge = 0
- SMILES string = CCc1ccccc1.O

---

A structure of composition C8H12O in a non-equilibrium geometry. Source: the OMol25 dataset; level of theory: wB97M-V/def2-TZVPD.

The geometry in XYZ format:
```
21
C8H12O, DFT wB97M-V/def2-TZVPD
C 0.36154 0.17702 0.80218
C -0.56544 -1.01631 -1.24110
C 0.25935 1.15028 1.93691
C -1.21203 -2.27760 -0.65435
C 2.26391 -0.05054 0.18692
C -0.61825 0.14892 -0.28260
C 2.48814 1.07957 -0.45391
C -1.54202 1.11598 -0.39494
O 1.19570 -0.84549 0.93357
H -1.07642 -0.73466 -2.16471
H 0.47576 -1.22691 -1.49227
H 0.29399 2.18053 1.57536
H 1.08105 0.98755 2.62924
H -0.68290 1.01372 2.47111
H 3.48520 1.15142 -0.87103
H 1.83059 1.92988 -0.59032
H -1.63590 1.92519 0.31418
H -2.28758 1.08057 -1.17727
H -2.26014 -2.10007 -0.40737
H -1.16181 -3.09833 -1.37096
H -0.69272 -2.59073 0.25136
```

- frontier orbital gap (spin up / spin down) (eV) = 7.42 / 8.21
- relative energy (zero: lowest compared OMol25 entry of this formula, charge and spin) (eV) = 5.1837
- charge = 0

---

An isolated molecule of C8H12O3 in a non-equilibrium geometry. Source: the OMol25 dataset; level of theory: wB97M-V/def2-TZVPD.

The geometry in XYZ format:
```
23
C8H12O3, DFT wB97M-V/def2-TZVPD
C -3.49344 0.14503 1.39265
C -2.74155 0.08286 0.46277
C 0.53427 1.47251 -0.51378
C -0.28699 -0.70889 0.23868
C -1.34894 0.04249 -0.51970
C 1.00319 0.15738 0.15558
C 1.74069 0.28967 1.49367
C 1.95524 -0.57049 -0.96508
O -0.86569 1.26190 -0.85667
O -0.23209 -2.05717 -0.15477
O -1.73753 -0.62696 -1.72486
H -4.12954 0.34239 2.09858
H 0.59830 2.29328 0.24828
H 0.98344 2.00074 -1.42310
H -0.71070 -0.74617 1.36133
H 1.93208 -0.74197 1.91759
H 1.06920 0.69288 2.26843
H 2.58902 0.90943 1.48494
H 1.14615 -0.72099 -1.77680
H 2.30919 -1.57755 -0.65031
H 2.73197 0.06440 -1.35457
H -0.74495 -2.03175 -1.03298
H -2.30132 0.02700 -2.14987
```

- frontier orbital gap (eV) = 10.66
- relative energy (zero: lowest compared OMol25 entry of this formula, charge and spin) (eV) = 4.3191
- charge = 0
- SMILES string = C#C[C@@]1(O)OCC(C)(C)[C@@H]1O